1.
Formula: C4H11NO2
Source: the OMol25 dataset
Level of theory: ωB97M-V with the def2-TZVPD basis set

Geometry (Å):
1 C 2.136244 -1.574458 -0.667125
2 H -0.387070 -2.049094 -2.162798
3 C -0.714720 -1.079684 -1.819579
4 H 3.097681 -1.731881 -0.186938
5 C 1.190391 -0.780315 -0.136729
6 H -0.460922 0.442360 -0.464625
7 H 0.621060 0.178477 1.598920
8 H -2.256338 0.518208 1.419463
9 N 1.396005 -0.210312 1.103469
10 H 0.019742 3.532092 0.394665
11 H 2.080145 -2.114508 -1.595734
12 H -1.565058 -0.546792 -2.225555
13 C -0.047625 -0.503635 -0.836250
14 H 2.229050 -0.310815 1.639160
15 O -3.105999 0.338470 1.030361
16 O -0.253988 3.404189 1.318722
17 H -0.983972 2.780995 1.279989
18 H -2.994626 -0.293299 0.310586

Atoms 1-3, force components in eV/Å:
0.564 -0.164 -0.019
-0.231 -0.060 -0.470
0.424 -0.352 0.336

Molar mass   105.14 g mol⁻¹
Spin multiplicity   1
DFT total energy   -9909.912 eV
F_max   2.6 eV/Å
HOMO level   -8.12 eV
Kohn-Sham gap   8.57 eV
SMILES   C=CC(=C)N.O.O

2.
Formula: C4H11NO2
Source: the OMol25 dataset
Level of theory: ωB97M-V with the def2-TZVPD basis set

Geometry (Å):
1 H -0.354290 4.064462 1.311619
2 C 0.964872 0.925464 -1.116336
3 C -0.270954 1.738717 -1.149343
4 H -1.702103 -3.336163 0.742779
5 H 1.677320 1.289571 -1.837143
6 H -0.720950 -3.877307 -0.220634
7 H -1.699961 0.777243 -2.516538
8 H -1.654664 2.731239 0.787830
9 O 2.817468 -3.921596 2.419274
10 H 2.399799 -3.164149 2.000321
11 H -2.449380 1.865679 -1.222166
12 H 1.289930 1.065043 -0.124764
13 N -0.153923 3.059820 -0.516677
14 H 0.802818 -0.106840 -1.546967
15 C -0.756480 3.388001 0.591339
16 H 2.282603 -4.007707 3.334952
17 O -0.963269 -3.920838 0.669448
18 C -1.508838 1.429360 -1.607002

Atoms 1-3, force components in eV/Å:
-0.188 1.170 -0.166
-0.747 -0.537 -2.803
-3.599 1.963 -0.050

Molar mass   105.14 g mol⁻¹
Spin multiplicity   1
DFT total energy   -9908.347 eV
F_max   4.8 eV/Å
HOMO level   -8.92 eV
Kohn-Sham gap   9.37 eV
SMILES   C=NC(=C)C.O.O

3.
Formula: C4H11NO2
Source: the OMol25 dataset
Level of theory: ωB97M-V with the def2-TZVPD basis set

Geometry (Å):
1 H 1.935284 0.138551 -1.996704
2 O -1.495244 0.399050 1.735343
3 C 1.315610 -0.731632 -2.210728
4 H -1.284140 0.979100 3.662705
5 H 1.307249 -0.906310 -3.289149
6 H -1.775613 0.428877 -0.257780
7 H -0.552351 0.337855 -2.189287
8 C -0.832213 1.177476 2.683264
9 H -0.920631 2.252598 2.472996
10 O 1.142860 -0.451381 0.680685
11 N -0.852502 0.576222 0.137475
12 C -0.084929 -0.513232 -1.697064
13 H 0.240055 0.928945 2.763157
14 C -0.094704 -0.569979 0.137136
15 H -0.525470 -1.529005 0.426131
16 H -0.734704 -1.370738 -1.873588
17 H 1.769048 -1.608455 -1.747886
18 H 1.442395 0.462056 0.563295

Atoms 1-3, force components in eV/Å:
0.141 -0.032 -0.070
0.233 0.294 -1.936
-0.058 -0.212 0.025

Molar mass   105.14 g mol⁻¹
Spin multiplicity   1
DFT total energy   -9907.661 eV
F_max   5.1 eV/Å
HOMO level   -8.97 eV
Kohn-Sham gap   9.95 eV

4.
Formula: C4H11NO2
Source: the OMol25 dataset
Level of theory: ωB97M-V with the def2-TZVPD basis set

Geometry (Å):
1 H 1.281506 -0.788330 3.429505
2 O -1.200388 1.974516 -2.159573
3 H 0.852793 0.643391 1.496753
4 N 0.899724 -1.339003 1.037591
5 C -2.946078 0.258464 -2.484004
6 H 0.622808 -1.056630 0.060092
7 H -3.145651 -0.416706 -1.626488
8 H 1.600053 -2.027921 0.718775
9 C 2.152928 -0.335954 2.924465
10 C -1.582687 0.702468 -2.231815
11 H -0.266964 1.974939 -1.888830
12 H -3.728829 0.987446 -2.297789
13 C 1.592929 -0.169187 1.495586
14 H 2.503049 0.635748 3.339623
15 H -3.119547 -0.193398 -3.410889
16 H 2.869908 -1.178936 2.780308
17 H 2.258965 0.423542 0.884049
18 O -0.644516 -0.094443 -2.067354

Atoms 1-3, force components in eV/Å:
0.573 0.489 0.537
-1.599 1.388 -0.078
-0.633 -0.266 0.664

Molar mass   105.14 g mol⁻¹
Spin multiplicity   1
DFT total energy   -9910.708 eV
F_max   5.0 eV/Å
HOMO level   -9.53 eV
Kohn-Sham gap   10.17 eV
SMILES   CC(=O)O.CCN

> Look up the Kohn-Sham gap of the third one.

9.95 eV